{
  "formula": "C20H56N5O8V2",
  "method": "ωB97M-V/def2-TZVPD",
  "symbols": ["O", "V", "O", "V", "O", "H", "C", "C", "C", "O", "C", "N", "H", "H", "H", "H", "H", "H", "H", "H", "H", "H", "H", "C", "C", "C", "O", "C", "N", "H", "H", "H", "H", "H", "H", "H", "H", "H", "H", "H", "C", "C", "C", "O", "C", "N", "H", "H", "H", "H", "H", "H", "H", "H", "H", "H", "H", "C", "C", "C", "O", "C", "N", "H", "H", "H", "H", "H", "H", "H", "H", "H", "H", "H", "C", "C", "C", "O", "C", "N", "H", "H", "H", "H", "H", "H", "H", "H", "H", "H", "H"],
  "coordinates": [[-6.50, -6.05, -10.78], [-7.40, -7.39, -10.77], [-5.51, -7.57, -5.47], [-6.31, -7.57, -6.83], [-7.35, -7.43, -8.69], [-8.18, -6.96, -8.48], [-4.55, -9.21, -12.99], [-4.14, -8.65, -11.60], [-3.56, -7.27, -11.69], [-4.27, -6.44, -12.52], [-3.67, -5.12, -12.71], [-5.36, -8.56, -10.81], [-4.87, -10.25, -12.92], [-3.68, -9.25, -13.64], [-5.36, -8.72, -13.54], [-3.45, -9.42, -11.25], [-2.57, -7.31, -12.14], [-3.56, -6.78, -10.71], [-2.66, -5.31, -13.09], [-3.57, -4.63, -11.75], [-4.28, -4.52, -13.39], [-5.47, -9.51, -10.49], [-4.97, -8.12, -9.99], [-7.23, -11.89, -5.93], [-6.27, -10.67, -5.80], [-4.79, -11.06, -5.82], [-4.45, -12.12, -5.00], [-3.01, -12.21, -4.89], [-6.67, -9.76, -6.86], [-7.54, -11.99, -6.97], [-8.13, -11.61, -5.37], [-6.84, -12.78, -5.45], [-6.35, -10.17, -4.84], [-4.30, -10.10, -5.64], [-4.53, -11.30, -6.85], [-2.60, -11.42, -4.25], [-2.56, -12.14, -5.88], [-2.78, -13.20, -4.52], [-7.66, -9.89, -6.73], [-6.52, -10.14, -7.78], [-9.85, -5.35, -5.46], [-8.54, -5.72, -6.16], [-7.26, -4.85, -5.96], [-6.14, -5.44, -6.63], [-5.18, -4.45, -7.01], [-8.23, -7.08, -5.70], [-10.57, -6.12, -5.74], [-10.23, -4.37, -5.73], [-9.74, -5.44, -4.37], [-8.81, -5.69, -7.22], [-6.91, -4.78, -4.93], [-7.45, -3.79, -6.16], [-4.20, -4.93, -6.91], [-5.15, -3.53, -6.43], [-5.43, -4.17, -8.04], [-9.10, -7.49, -6.02], [-8.28, -7.09, -4.69], [-9.99, -10.91, -10.40], [-8.62, -10.32, -10.25], [-7.55, -11.38, -10.08], [-6.31, -10.91, -9.39], [-5.25, -11.76, -9.61], [-8.32, -9.38, -11.33], [-10.25, -11.14, -11.44], [-10.75, -10.17, -10.13], [-10.00, -11.82, -9.81], [-8.58, -9.68, -9.37], [-7.51, -11.96, -11.01], [-7.89, -12.13, -9.36], [-5.07, -11.88, -10.67], [-5.45, -12.76, -9.24], [-4.39, -11.48, -8.98], [-8.01, -9.96, -12.08], [-9.23, -9.14, -11.69], [-11.35, -6.20, -9.14], [-10.39, -6.91, -10.05], [-11.10, -7.17, -11.39], [-10.30, -7.89, -12.30], [-11.07, -8.39, -13.34], [-9.27, -6.05, -10.32], [-10.85, -5.52, -8.44], [-11.83, -6.96, -8.52], [-12.06, -5.68, -9.78], [-9.95, -7.86, -9.72], [-11.47, -6.24, -11.82], [-11.96, -7.82, -11.20], [-11.76, -9.13, -12.94], [-10.50, -8.99, -14.04], [-11.61, -7.58, -13.84], [-9.62, -5.56, -11.12], [-9.21, -5.41, -9.54]],
  "mulliken_charge": [-0.468, 0.447, -0.303, 0.573, 1.365, -0.347, -1.520, 0.461, -0.936, -0.032, -0.548, 0.599, 0.383, 0.473, 0.364, 0.499, 0.680, 0.554, 0.388, 0.341, 0.311, -0.679, -0.063, -1.305, 0.243, -0.411, -0.387, -0.714, 0.540, 0.164, 0.426, 0.428, 0.381, 0.449, -0.120, 0.290, 0.288, 0.303, 0.248, -0.190, -1.350, 0.986, -1.010, 0.001, -1.047, -0.384, 0.451, 0.390, 0.457, -0.943, 0.464, 0.656, 0.354, 0.417, 0.293, 0.425, 0.337, -1.389, 1.609, -1.801, 0.011, -1.209, 0.269, 0.333, 0.297, 0.511, -0.640, 0.464, 0.544, 0.405, 0.363, 0.308, 0.398, -0.038, -1.188, 1.455, -1.565, -0.465, -0.976, -0.634, 0.393, 0.390, 0.368, -0.721, 0.657, 0.584, 0.359, 0.337, 0.371, 0.374, 0.155],
  "total_charge": 4,
  "homo_ha": [-0.672, -0.672],
  "orbital_gap_ha": [0.2121, 0.0913],
  "spin_multiplicity": 4,
  "s_squared": 3.841
}

=====

{
  "formula": "C3H9N3O",
  "method": "ωB97M-V/def2-TZVPD",
  "symbols": ["C", "N", "C", "N", "H", "H", "H", "H", "H", "H", "C", "N", "O", "H", "H", "H"],
  "coordinates": [[1.59, 0.61, 1.73], [-0.92, -1.34, 1.65], [-0.47, -0.28, 0.92], [0.76, 0.01, 0.68], [1.32, 1.66, 1.82], [2.64, 0.57, 1.44], [1.47, 0.13, 2.71], [-1.84, -1.63, 1.36], [-0.29, -2.11, 1.72], [-1.29, 0.27, 0.43], [-1.12, 0.28, -2.59], [0.16, 0.39, -2.22], [-2.06, -0.06, -1.88], [-1.27, 0.53, -3.66], [0.83, 0.78, -2.86], [0.48, 0.18, -1.26]],
  "nbo_charge": [-0.398, -0.788, 0.407, -0.697, 0.180, 0.199, 0.170, 0.392, 0.393, 0.169, 0.527, -0.828, -0.646, 0.096, 0.388, 0.435],
  "homo_ha": -0.291,
  "relative_energy_ev": 1.9778,
  "smiles": "C/N=C\\N.NC=O",
  "orbital_gap_ha": 0.3182
}

=====

{
  "formula": "C4H7NO",
  "method": "ωB97M-V/def2-TZVPD",
  "symbols": ["C", "N", "C", "C", "C", "O", "H", "H", "H", "H", "H", "H", "H"],
  "coordinates": [[-0.90, -0.10, 0.19], [1.39, 1.15, -1.45], [-0.27, -0.44, 1.37], [-2.03, -0.16, -0.48], [1.06, -0.78, 1.39], [0.67, 0.25, -0.71], [1.79, 0.67, -2.25], [0.90, 1.98, -1.77], [-0.74, -0.10, 2.28], [-2.15, 0.34, -1.44], [-2.88, -0.73, -0.11], [1.54, -1.41, 0.66], [1.63, -0.67, 2.32]],
  "nbo_charge": [0.337, -0.503, -0.384, -0.480, -0.178, -0.535, 0.327, 0.331, 0.227, 0.232, 0.229, 0.209, 0.188],
  "homo_ha": [-0.281, -0.281],
  "relative_energy_ev": 7.0670,
  "orbital_gap_ha": [0.2842, 0.2842]
}